# 1
Below is the molecule C7H6N2OS2 at a distorted geometry, with properties calculated with ωB97M-V with the def2-TZVPD basis set.

Results
SMILES: NNC(=O)c1cc2sccc2s1
Net charge: 0
HOMO level in eV: -8.843
Frontier orbital gap in eV: 8.6320
Relative energy (zero: lowest compared OMol25 entry of this formula, charge and spin) in kcal per mole: 51.6

Last column: Mulliken charge in e.
CARTESIAN COORDINATES (ANGSTROEM)
S -0.230 0.793 -0.787  -0.321
S 3.220 -0.604 1.237  -0.137
O -2.317 -2.191 1.127  -0.635
N -3.093 0.663 -0.969  -0.741
N -3.111 -0.644 -0.397  -0.098
C -0.597 -0.931 -0.150  0.324
C 0.522 -1.309 0.483  -0.594
C 1.443 0.688 -0.258  0.415
C -2.056 -1.365 0.179  0.417
C 2.591 1.455 -0.297  -0.583
C 3.480 1.094 0.694  -0.360
C 1.661 -0.480 0.352  0.101
H -4.228 -0.750 0.136  0.332
H -2.305 1.391 -0.445  0.324
H 4.415 1.629 0.889  0.407
H 2.608 2.362 -0.829  0.427
H -2.574 0.499 -1.836  0.357
H 0.570 -2.300 0.873  0.364


# 2
Below is the ion C7H6N3O with charge +1 at a distorted geometry, with properties calculated with ωB97M-V with the def2-TZVPD basis set.

Results
Net charge: +1
HOMO level (spin up / spin down) in eV: -13.507 / -13.575
Frontier orbital gap (spin up / spin down) in eV: 7.7789 / 6.3987
Relative energy (zero: lowest compared OMol25 entry of this formula, charge and spin) in kcal per mole: 6.5

Last column: Mulliken charge in e.
CARTESIAN COORDINATES (ANGSTROEM)
O 2.564 0.059 0.025  0.007
N 3.339 -0.948 -0.088  -0.379
N -2.079 -1.157 -0.021  -0.036
N -0.064 -2.057 0.044  -0.625
C 1.233 0.180 0.039  0.405
C -1.198 -0.110 -0.016  0.600
C -0.337 2.096 0.017  -0.714
C -1.445 1.248 -0.028  -0.650
C 0.107 -0.714 0.021  1.002
C -1.350 -2.285 0.020  -0.232
C 0.933 1.581 0.061  -0.554
H -2.447 1.643 -0.069  0.414
H -0.482 3.164 0.010  0.401
H -1.772 -3.271 0.029  0.439
H -3.084 -1.080 -0.053  0.190
H 4.307 -0.602 -0.084  0.287
H 1.776 2.254 0.092  0.444


# 3
Below is a cluster of 2 separate species, C7H6N4 in total at a distorted geometry, with properties calculated with ωB97M-V with the def2-TZVPD basis set.

Results
Net charge: +2
HOMO level (spin up / spin down) in eV: -19.716 / -19.716
Frontier orbital gap (spin up / spin down) in eV: 6.7994 / 6.8026
Relative energy (zero: lowest compared OMol25 entry of this formula, charge and spin) in kcal per mole: 170.2

Last column: Mulliken charge in e.
CARTESIAN COORDINATES (ANGSTROEM)
N -1.666 -1.709 0.045  0.210
N -6.338 -1.017 0.054  0.019
N -0.484 0.154 -0.146  0.404
N -2.770 2.897 0.094  -0.183
C -5.302 -0.750 -0.273  0.247
C 0.771 0.867 -0.797  -0.302
C 0.634 0.704 0.646  -0.404
C -2.271 1.870 0.059  -0.337
C -1.835 0.517 0.035  0.589
C -0.497 -1.254 -0.168  -0.154
C -2.514 -0.612 0.154  -0.040
H 1.387 0.443 -1.524  0.306
H 0.285 -1.892 -0.505  0.461
H 0.678 1.973 -1.098  0.274
H 0.438 1.757 1.142  0.304
H 1.185 0.022 1.416  0.329
H -1.960 -2.607 0.304  0.279


# 4
Below is the ion C7H6NO4 with charge -1 at a distorted geometry, with properties calculated with ωB97M-V with the def2-TZVPD basis set.

Results
Net charge: -1
2S+1: 3
HOMO level (spin up / spin down) in eV: -3.300 / -4.939
Expectation value of S²: 2.03
Frontier orbital gap (spin up / spin down) in eV: 7.0396 / 7.0533

Last column: Mulliken charge in e.
CARTESIAN COORDINATES (ANGSTROEM)
O -1.731 0.910 -0.949  -0.635
O -1.374 1.640 1.321  -0.452
O -1.966 -1.298 2.671  -0.644
O -2.501 -1.009 0.503  -0.796
N 2.905 -0.862 -0.227  -0.718
C -0.978 0.382 1.361  -0.184
C 0.392 1.690 -0.238  -0.497
C 1.528 0.987 -0.555  -0.380
C -0.881 1.089 0.100  0.890
C 0.611 -1.372 -0.935  -1.023
C 1.730 -0.505 -0.656  0.934
C -1.909 -0.816 1.600  0.521
H -0.345 -1.003 -1.292  0.391
H 2.394 1.623 -0.799  0.263
H 0.535 2.735 -0.106  0.417
H 3.099 -1.782 -0.127  0.213
H 0.785 -2.492 -0.904  0.231
H -2.293 0.084 -0.765  0.469


# 5
Below is the ion C7H6NO6S with charge -1 at a distorted geometry, with properties calculated with ωB97M-V with the def2-TZVPD basis set.

Results
SMILES: O=[N+]([O-])[C@@H](OS(=O)(=O)[O-])c1ccccc1
Net charge: -1
HOMO level in eV: -5.620
Frontier orbital gap in eV: 8.9618
Relative energy (zero: lowest compared OMol25 entry of this formula, charge and spin) in kcal per mole: 0.0

Last column: Mulliken charge in e.
CARTESIAN COORDINATES (ANGSTROEM)
S -1.581 -2.198 0.331  1.262
O -1.412 -1.369 -1.149  -0.418
O -2.108 -3.490 0.027  -0.686
O -1.995 0.131 -2.915  -0.575
O -0.218 -2.271 0.933  -0.628
O -0.771 1.828 -2.299  -0.579
O -2.531 -1.328 1.057  -0.703
N -1.344 0.769 -2.131  0.933
C 1.119 0.771 1.904  -0.818
C 2.337 0.769 -0.156  -0.659
C 2.300 0.910 1.212  -0.196
C 0.100 0.357 -0.177  0.828
C 1.289 0.253 -0.852  -0.426
C -0.069 0.631 1.189  -0.132
C -1.219 0.039 -0.809  -0.890
H -1.883 0.257 -0.064  0.877
H -0.973 0.787 1.726  0.324
H 1.384 -0.005 -1.863  0.515
H 3.283 0.907 -0.718  0.286
H 1.136 1.213 2.844  0.387
H 3.157 1.040 1.909  0.299


# 6
Below is a structure of composition C7H6NdO6S at a distorted geometry, with properties calculated with ωB97M-V with the def2-TZVPD basis set.

Results
Net charge: +3
2S+1: 4
HOMO level (spin up / spin down) in eV: -21.696 / -21.696
Expectation value of S²: 3.75
Frontier orbital gap (spin up / spin down) in eV: 7.7830 / 7.8760
Relative energy (zero: lowest compared OMol25 entry of this formula, charge and spin) in kcal per mole: 0.0

Last column: Mulliken charge in e.
CARTESIAN COORDINATES (ANGSTROEM)
Nd 0.544 0.336 0.343  1.928
S -2.670 -0.278 -1.336  0.532
O 1.535 -3.109 1.013  0.017
O 3.420 -1.195 -1.427  0.038
O -1.235 -0.207 -0.654  -0.525
O 3.914 1.953 0.983  0.011
O 1.618 -0.810 3.661  0.025
O 5.184 -1.858 2.077  -0.135
C -2.511 1.066 -2.528  -0.879
C 1.135 -2.062 0.711  0.105
C 1.296 -0.349 2.652  0.164
C 2.920 1.390 0.821  0.133
C 4.964 -0.785 2.396  0.148
C -3.658 0.550 -0.077  -0.879
C 2.519 -0.721 -0.877  0.125
H -1.570 0.913 -3.074  0.367
H -3.413 0.102 0.894  0.360
H -4.720 0.406 -0.308  0.390
H -3.350 1.006 -3.225  0.393
H -3.422 1.618 -0.036  0.342
H -2.500 2.033 -2.010  0.340


# 7
Below is the molecule C7H6O at a distorted geometry, with properties calculated with ωB97M-V with the def2-TZVPD basis set.

Results
SMILES: C#CC(C#C)=CCO
Net charge: 0
HOMO level in eV: -8.904
Frontier orbital gap in eV: 9.1044
Relative energy (zero: lowest compared OMol25 entry of this formula, charge and spin) in kcal per mole: 124.3

Last column: Mulliken charge in e.
CARTESIAN COORDINATES (ANGSTROEM)
O 2.729 -0.792 0.268  -0.555
C 1.712 -0.001 -0.380  -0.398
C -2.865 -1.435 0.109  0.382
C -0.620 1.374 -0.171  -0.628
C 0.495 -0.627 -0.275  -0.068
C -0.710 -0.034 -0.308  0.230
C -1.884 -0.798 -0.085  -0.879
C -0.747 2.564 0.101  -0.112
H 1.597 1.040 -0.160  0.381
H 2.542 -1.026 1.298  0.330
H 0.401 -1.834 -0.136  0.229
H 2.138 0.060 -1.284  0.281
H -3.671 -2.038 0.232  0.504
H -1.119 3.547 0.791  0.302


# 8
Below is a structure of composition C7H6O4S2 at a distorted geometry, with properties calculated with ωB97M-V with the def2-TZVPD basis set.

Results
Net charge: 0
HOMO level (spin up / spin down) in eV: -10.229 / -10.230
Frontier orbital gap (spin up / spin down) in eV: 8.3540 / 8.3555
Relative energy (zero: lowest compared OMol25 entry of this formula, charge and spin) in kcal per mole: 0.0

Last column: Mulliken charge in e.
CARTESIAN COORDINATES (ANGSTROEM)
S 2.812 -0.322 -0.619  1.250
S 3.777 -0.922 -3.201  0.963
O 3.633 0.775 -0.200  -0.625
O 3.182 -1.592 -4.342  -0.471
O 5.182 -0.598 -3.267  -0.439
O 3.333 -1.633 -0.416  -0.645
C -0.711 1.359 0.420  -0.410
C -0.898 -1.015 0.869  -0.410
C 2.541 -0.116 -2.348  -0.381
C 0.591 1.197 -0.048  -0.249
C 1.095 -0.080 0.048  0.138
C -1.420 0.280 0.948  -0.499
C 0.406 -1.230 0.440  -0.514
H -1.056 2.409 0.384  0.310
H -2.439 0.192 1.257  0.360
H 1.111 2.145 -0.309  0.342
H -1.412 -1.763 1.367  0.417
H 0.716 -2.181 0.311  0.535
H 1.506 -0.637 -2.587  0.327


# 9
Below is a structure of composition C7H7Br2FN4O at a distorted geometry, with properties calculated with ωB97M-V with the def2-TZVPD basis set.

Results
Net charge: 0
HOMO level in eV: -9.825
Frontier orbital gap in eV: 8.2681

Last column: Mulliken charge in e.
CARTESIAN COORDINATES (ANGSTROEM)
Br -0.806 0.037 4.367  -0.116
Br 2.038 -0.510 3.219  -0.097
F -0.483 0.018 -4.817  -0.243
O -2.065 -1.362 -3.929  -0.461
N -0.082 -1.930 -0.617  -0.447
N 1.250 -0.073 -1.710  -0.311
N 1.399 0.506 -0.545  -0.224
N 0.067 -1.351 0.548  -0.075
C 0.920 0.590 1.948  -0.309
C -0.841 -1.087 -3.959  0.554
C -0.612 0.774 2.535  -0.148
C 0.781 -0.160 0.507  0.482
C 0.269 -1.934 -3.133  -0.461
C -0.843 2.392 2.567  -1.103
C 0.502 -1.242 -1.674  0.548
H -1.403 0.371 1.811  0.431
H -0.259 2.771 3.490  0.345
H -1.961 2.659 2.690  0.317
H 1.397 1.636 1.824  0.412
H -0.445 2.862 1.604  0.324
H -0.095 -3.009 -3.018  0.271
H 1.274 -1.958 -3.706  0.310


# 10
Below is a structure of composition C7H7Br3NO2S at a distorted geometry, with properties calculated with ωB97M-V with the def2-TZVPD basis set.

Results
Net charge: +1
HOMO level in eV: -12.975
Frontier orbital gap in eV: 8.0857

Last column: Mulliken charge in e.
CARTESIAN COORDINATES (ANGSTROEM)
Br 0.483 -4.348 -2.019  -0.026
Br 0.519 -3.358 -5.033  0.029
Br 1.986 -1.622 -2.814  -0.038
S 1.096 -2.126 1.241  -0.060
O -0.613 4.205 0.827  -0.375
O -2.700 3.434 0.680  -0.413
N 0.330 -0.558 1.091  -0.057
C 1.472 -3.407 -3.372  -0.312
C -0.133 0.041 2.209  -0.236
C -0.712 1.292 2.126  -0.339
C 0.225 0.006 -0.127  0.357
C -1.369 3.300 0.811  0.053
C -0.347 1.260 -0.254  -0.530
C -0.803 1.908 0.883  0.602
H 2.390 -3.953 -3.538  0.379
H 2.299 -1.662 1.622  0.211
H -1.063 1.764 3.029  0.488
H -0.415 1.731 -1.220  0.494
H -3.138 2.946 1.392  0.381
H -0.027 -0.485 3.142  0.462
H 0.598 -0.525 -0.996  -0.070


Record-wise E values, in Ha: -1251.34297, -509.46663, -488.23505, -625.93421, -1174.67897, -1680.20315, -345.32720, -1367.50959, -5812.94501, -8596.12239